{"formula": "C27H56BBr4Cl5CsF2N3O17S4", "method": "wB97M-V/def2-TZVPD", "homo_ev": -4.840, "e_above_lowest_kj_mol": 63.7, "charge": -1, "multiplicity": 2, "homo_lumo_gap_ha": 0.1166, "elements": ["C", "C", "B", "O", "C", "C", "C", "O", "C", "C", "C", "C", "N", "O", "C", "C", "C", "C", "H", "H", "H", "H", "H", "H", "H", "H", "H", "H", "H", "H", "H", "H", "H", "H", "H", "H", "H", "H", "H", "H", "H", "H", "H", "H", "H", "C", "C", "O", "S", "O", "O", "O", "H", "H", "H", "H", "N", "O", "O", "O", "Br", "C", "C", "Br", "H", "H", "H", "H", "C", "C", "C", "S", "O", "O", "C", "H", "H", "H", "H", "H", "H", "H", "H", "Cs", "N", "S", "O", "O", "F", "S", "O", "O", "F", "C", "Cl", "Cl", "H", "H", "C", "C", "O", "H", "H", "H", "H", "H", "H", "C", "Cl", "Cl", "Cl", "H", "Br", "C", "C", "Br", "H", "H", "H", "H"], "positions_angstrom": [[1.419326, -0.865403, -1.774545], [0.222617, 0.159535, -1.787608], [0.659029, 1.681843, -2.021134], [1.324732, 2.307322, -0.944410], [0.416211, 2.505834, -3.377630], [1.642024, 2.112476, -4.313269], [2.852269, 3.061536, -4.249208], [3.359487, 3.245933, -2.948953], [0.306333, 4.039008, -3.129419], [-1.134289, 4.567331, -2.818513], [-1.586185, 5.550384, -3.944220], [-1.006841, 5.434398, -1.512007], [-2.117803, 3.516978, -2.526794], [-2.064275, 3.084494, -1.320053], [-2.218052, 2.455046, -3.529874], [-2.884628, 1.194689, -2.892436], [-3.171046, 2.836175, -4.705026], [-0.853737, 2.032544, -4.155353], [1.214911, -1.610370, -0.990154], [2.370220, -0.345167, -1.596505], [1.430521, -1.409704, -2.729412], [-0.507727, -0.206650, -2.524567], [-0.289191, 0.114135, -0.809046], [2.127008, 1.809737, -0.757810], [1.925265, 1.082486, -4.021070], [1.283610, 2.082431, -5.355215], [2.617000, 4.027262, -4.716004], [3.665127, 2.614589, -4.853757], [3.325390, 4.198949, -2.783105], [0.948622, 4.300951, -2.277081], [0.701898, 4.635553, -3.966803], [-2.684485, 5.539265, -4.024841], [-1.213736, 5.172785, -4.912574], [-1.184253, 6.556791, -3.809980], [-2.019518, 5.584179, -1.100460], [-0.658049, 6.439553, -1.787946], [-0.362622, 4.952594, -0.778456], [-3.857262, 1.516062, -2.492252], [-2.281714, 0.758533, -2.092017], [-3.031664, 0.440832, -3.678247], [-3.445403, 1.930212, -5.260543], [-4.094542, 3.306191, -4.328790], [-2.703416, 3.535387, -5.412040], [-0.789078, 2.488180, -5.162911], [-0.836228, 0.945579, -4.329116], [-4.680533, -0.372282, 0.683380], [-3.742534, 0.684579, 1.231074], [-2.898547, -0.018993, 2.148912], [-2.673133, -1.523994, 1.620985], [-1.434419, -1.580408, 0.911372], [-2.983176, -2.427158, 2.670869], [-3.867555, -1.541249, 0.534671], [-5.482939, -0.596222, 1.390160], [-5.108028, -0.089234, -0.276265], [-4.271380, 1.486163, 1.736598], [-3.110409, 1.102671, 0.441171], [4.598727, 6.297957, -4.027879], [3.508715, 6.196267, -3.405428], [5.210517, 7.379837, -4.028933], [5.052761, 5.314420, -4.645880], [5.309726, 0.988823, 0.378183], [4.504830, -0.340178, 1.552351], [3.009297, -0.192044, 1.602176], [2.479339, 1.313478, 2.712418], [4.972129, -0.230770, 2.527868], [4.774004, -1.302982, 1.123393], [2.550861, -1.064492, 2.065442], [2.566387, -0.033492, 0.624324], [6.864930, -5.175337, 2.724159], [7.024685, -5.661078, 1.278885], [5.620616, -5.807787, 0.686579], [4.580682, -4.632165, 1.558179], [3.609700, -5.377369, 2.316655], [4.210243, -3.578053, 0.657771], [5.847747, -4.040599, 2.669340], [7.812196, -4.844152, 3.145712], [6.483115, -5.990023, 3.350099], [7.587519, -4.924451, 0.705113], [7.577087, -6.603531, 1.229085], [5.607006, -5.583271, -0.381129], [5.221450, -6.806594, 0.860540], [5.409996, -3.809197, 3.638880], [6.281623, -3.142439, 2.228619], [6.001129, -8.291927, 0.986704], [-3.923597, -3.972213, 6.177267], [-2.932669, -4.182747, 7.386975], [-3.466656, -3.954702, 8.701477], [-1.559854, -3.812843, 7.177856], [-2.837973, -5.780916, 7.356164], [-4.315780, -2.464312, 5.947211], [-5.449136, -2.314506, 5.075211], [-3.241736, -1.531522, 5.754669], [-4.926849, -2.023192, 7.353199], [-4.439218, -8.613101, 6.835540], [-5.396805, -10.083537, 7.098440], [-5.348487, -7.156377, 7.216857], [-3.561788, -8.651490, 7.472120], [-4.141246, -8.575139, 5.793460], [-4.739332, -0.813719, -7.461262], [-5.141410, -1.116860, -6.029632], [-5.812967, -0.008080, -5.440713], [-4.090271, 0.062585, -7.496809], [-4.213206, -1.659225, -7.908797], [-5.618942, -0.589197, -8.070286], [-4.260537, -1.320410, -5.421211], [-5.796457, -1.993949, -5.990014], [-6.598057, 0.171580, -5.965046], [-2.217319, 5.110533, 2.350732], [-2.549851, 3.484986, 1.754696], [-0.587979, 5.593501, 1.874686], [-3.424313, 6.256972, 1.751105], [-2.266931, 5.101633, 3.432196], [4.103105, -1.178179, 5.510842], [2.495133, -0.292917, 6.172119], [2.799371, 0.578366, 7.360016], [3.058385, -0.475575, 8.978386], [1.772571, -1.074289, 6.387912], [2.137843, 0.307258, 5.337672], [1.956530, 1.232199, 7.574222], [3.696209, 1.176195, 7.227740]], "forces_ev_per_a": [[-1.0, 0.3, 0.2], [0.3, -0.4, -0.3], [0.0, 0.4, 0.7], [-0.3, -0.4, -1.3], [-0.7, 0.1, -0.3], [-0.3, 0.3, 1.0], [0.4, -0.5, -0.5], [-0.4, -0.2, 0.2], [0.2, -0.3, 0.0], [1.0, 2.5, 0.8], [-0.4, -1.5, -0.6], [-1.0, 0.0, -0.7], [1.2, -0.7, -0.2], [-0.3, 0.0, 0.2], [-1.1, -2.0, -1.4], [0.0, 0.7, 0.1], [0.1, 0.5, 0.2], [0.5, 0.9, 0.0], [0.4, 0.2, -0.2], [0.0, -0.4, -0.1], [0.4, 0.3, 0.2], [0.2, 0.2, 0.2], [0.2, 0.1, -0.3], [0.1, 0.1, 0.5], [0.2, 0.3, -0.3], [0.1, 0.0, 0.2], [0.1, -0.2, 0.2], [-0.3, 0.2, 0.0], [0.3, 0.3, -0.1], [-0.1, -0.2, -0.3], [-0.2, -0.4, 0.1], [0.3, 0.4, 0.2], [-0.1, 0.2, 0.2], [-0.1, -0.2, 0.1], [0.4, -0.1, 0.1], [0.3, -0.4, 0.2], [-0.2, 0.2, -0.1], [0.2, -0.4, 0.0], [-0.2, 0.2, -0.1], [0.0, 0.3, 0.2], [0.1, 0.2, 0.2], [0.2, -0.2, -0.1], [-0.1, -0.2, 0.2], [0.0, -0.1, 0.3], [0.0, 0.3, 0.2], [-0.4, 0.1, 0.3], [0.1, 0.1, -0.6], [-0.2, -0.6, 0.0], [-0.3, 0.4, 0.2], [-0.3, -0.2, 0.2], [0.4, 0.2, -0.4], [0.5, 0.1, 0.1], [0.0, 0.0, 0.0], [0.2, -0.2, -0.1], [0.1, -0.1, 0.2], [-0.1, 0.0, -0.1], [0.3, 0.1, -0.2], [-0.2, -0.3, 0.2], [-0.1, -0.1, 0.1], [-0.1, 0.0, 0.1], [0.0, 0.0, 0.0], [0.2, 0.0, -0.2], [-0.1, -0.1, 0.4], [0.0, 0.1, -0.1], [-0.1, 0.0, 0.0], [-0.1, 0.0, 0.0], [0.0, 0.0, 0.0], [0.0, 0.0, 0.0], [-0.1, -0.1, 0.0], [0.1, 0.5, 0.1], [-0.3, 2.1, -0.5], [-0.4, 1.2, 0.4], [0.3, -0.3, -0.4], [-0.1, -0.5, 0.1], [0.3, -0.1, 0.2], [0.0, 0.0, 0.0], [0.0, 0.1, 0.1], [0.0, -0.1, -0.1], [0.6, 0.8, 0.0], [-0.2, 0.0, 0.0], [-2.6, 6.8, -0.6], [-0.2, 0.0, -0.1], [-0.1, 0.0, 0.0], [2.6, -10.3, 0.8], [0.0, 0.3, 0.3], [1.5, -0.9, 1.6], [-0.2, 0.2, -0.7], [-0.6, 0.2, -0.3], [-0.1, 0.1, -0.5], [-1.0, 1.9, -0.9], [0.6, -0.8, 0.2], [0.0, -0.7, 0.3], [0.1, -0.1, 0.1], [0.1, 0.4, 0.0], [0.0, -0.2, 0.0], [-0.3, -0.2, 0.0], [-0.1, 0.0, 0.1], [-0.1, 0.0, 0.0], [0.1, 0.0, 0.0], [-0.3, 0.1, -0.2], [0.2, 0.0, 0.2], [0.0, 0.0, 0.0], [0.0, 0.0, 0.0], [0.0, -0.1, 0.0], [-0.1, 0.1, 0.1], [0.1, -0.1, 0.0], [0.0, 0.0, 0.0], [0.2, -0.2, -0.2], [0.0, 0.3, 0.2], [-0.1, 0.1, 0.2], [0.0, 0.0, 0.0], [0.0, 0.0, 0.0], [0.1, -0.1, 0.0], [-0.1, 0.1, -0.1], [-0.1, -0.1, 0.2], [0.1, 0.1, 0.0], [0.0, 0.0, 0.1], [0.1, 0.0, 0.0], [0.0, -0.1, -0.1], [0.0, 0.0, -0.1]]}